No. 1
Density functional theory data (ωB97M-V/def2-TZVPD) for a molecular structure, C54H94F18N10O15S6 at a distorted geometry.

CARTESIAN COORDINATES (ANGSTROEM)
N: 9.6477 -12.1353 -18.6539
O: 9.4990 -11.7959 -19.8443
O: 10.3449 -11.5058 -17.8909
O: 9.1214 -13.1719 -18.3171
C: 4.8628 -8.0380 -18.7580
C: 5.6821 -9.1679 -18.1961
C: 7.2413 -8.8171 -18.1151
N: 7.7791 -8.5480 -16.6386
C: 7.5589 -9.8517 -15.8561
C: 8.2537 -9.7064 -14.4897
C: 9.7278 -9.4491 -14.6391
C: 10.0186 -8.1760 -15.4318
C: 9.2816 -8.0896 -16.7627
C: 6.9406 -7.4367 -15.9515
H: 4.9373 -7.0993 -18.2090
H: 3.7782 -8.1352 -18.7101
H: 5.2486 -7.6632 -19.7061
H: 5.5545 -10.0300 -18.8508
H: 5.2339 -9.4409 -17.2407
H: 7.4314 -7.8574 -18.5958
H: 7.8691 -9.5912 -18.5563
H: 7.9991 -10.6578 -16.4430
H: 6.4851 -9.9226 -15.6829
H: 8.1947 -10.6118 -13.8858
H: 7.8081 -9.0236 -13.7663
H: 10.0690 -10.2376 -15.3099
H: 10.2461 -9.5382 -13.6843
H: 11.0820 -8.0978 -15.6580
H: 9.7547 -7.3242 -14.8050
H: 9.6927 -8.8328 -17.4460
H: 9.2045 -7.1129 -17.2404
H: 5.8921 -7.6937 -16.1022
H: 7.2173 -6.5002 -16.4357
H: 7.2748 -7.2585 -14.9294
C: 6.5338 -13.4289 -16.5949
C: 5.9635 -14.3949 -15.6660
C: 5.8348 -13.7878 -14.2116
N: 4.7563 -14.5258 -13.3063
C: 4.7502 -13.9174 -11.8851
C: 3.5344 -14.2457 -11.0651
C: 2.2099 -13.8129 -11.6873
C: 2.1786 -14.4674 -13.0278
C: 3.4636 -13.9489 -13.8915
C: 4.9518 -16.0881 -13.3947
H: 5.9522 -12.5184 -16.7398
H: 6.5252 -13.8647 -17.5940
H: 7.5227 -13.1656 -16.2196
H: 6.5344 -15.3204 -15.7400
H: 5.0678 -14.7533 -16.1733
H: 5.8013 -12.6983 -14.2209
H: 6.7605 -14.1617 -13.7741
H: 5.1158 -12.8914 -11.9265
H: 5.6379 -14.2740 -11.3626
H: 3.5979 -13.7592 -10.0918
H: 3.3854 -15.3026 -10.8437
H: 2.2295 -12.7395 -11.8754
H: 1.3370 -14.1203 -11.1113
H: 1.3002 -14.0325 -13.5047
H: 2.0317 -15.5467 -13.0683
H: 3.4238 -12.8723 -14.0577
H: 3.3276 -14.2207 -14.9383
H: 4.1975 -16.7216 -12.9279
H: 5.9493 -16.2624 -12.9912
H: 4.8594 -16.3337 -14.4526
C: 6.5074 -16.8153 -18.8770
C: 7.2480 -15.7991 -19.6954
C: 6.8310 -15.7028 -21.1044
N: 7.4458 -14.5770 -21.9780
C: 7.0850 -14.9205 -23.4399
C: 7.3868 -13.8300 -24.4360
C: 6.6105 -12.5270 -24.0700
C: 6.9839 -12.1288 -22.6349
C: 6.7249 -13.2166 -21.6184
C: 9.0203 -14.5098 -21.8506
H: 7.1773 -17.3247 -18.1843
H: 6.2130 -17.6306 -19.5379
H: 5.6447 -16.3864 -18.3674
H: 8.3031 -16.0726 -19.7070
H: 7.1971 -14.7994 -19.2640
H: 5.7454 -15.6649 -21.1936
H: 6.9877 -16.5973 -21.7072
H: 6.0068 -15.0396 -23.3336
H: 7.6325 -15.7928 -23.7970
H: 7.0655 -14.2502 -25.3890
H: 8.4549 -13.7795 -24.6476
H: 5.5304 -12.6718 -24.0955
H: 6.8464 -11.7544 -24.8018
H: 6.3923 -11.2280 -22.4719
H: 8.0233 -11.8023 -22.6677
H: 5.6589 -13.3966 -21.4794
H: 7.1542 -12.9902 -20.6424
H: 9.4941 -15.4643 -22.0798
H: 9.1771 -14.3339 -20.7864
H: 9.3197 -13.7218 -22.5417
C: 12.3927 -13.8890 -21.1487
C: 12.1869 -14.0868 -19.5864
C: 13.4029 -14.6842 -18.8252
N: 12.8700 -15.5260 -17.6537
C: 12.0876 -14.7564 -16.5794
C: 11.3139 -15.6087 -15.4746
C: 10.5167 -16.7107 -16.1490
C: 11.2318 -17.5651 -17.1968
C: 11.9549 -16.6790 -18.2182
C: 14.1000 -16.1294 -16.9484
H: 13.2415 -13.2372 -21.3555
H: 11.5594 -13.4093 -21.6622
H: 12.4090 -14.8975 -21.5619
H: 11.1898 -14.3922 -19.2690
H: 12.2785 -13.0522 -19.2558
H: 14.2153 -14.0314 -18.5059
H: 13.9984 -15.3253 -19.4751
H: 11.3207 -14.2038 -17.1222
H: 12.6849 -13.9549 -16.1448
H: 10.7862 -15.0171 -14.7265
H: 12.0248 -16.1363 -14.8386
H: 9.6378 -16.2655 -16.6154
H: 10.1252 -17.3386 -15.3487
H: 10.5596 -18.3015 -17.6373
H: 11.8570 -18.2090 -16.5782
H: 11.3345 -16.3889 -19.0661
H: 12.6770 -17.2282 -18.8224
H: 13.8329 -16.8606 -16.1854
H: 14.6008 -15.2521 -16.5390
H: 14.7220 -16.5816 -17.7208
C: 11.5619 -9.3214 -20.5354
N: 12.3226 -8.6635 -21.5701
C: 12.8336 -9.3688 -22.6211
C: 13.6758 -8.6999 -23.4813
C: 13.7920 -7.3041 -23.4715
C: 13.0470 -6.6408 -22.5071
C: 12.2856 -7.3520 -21.5850
C: 14.7598 -6.5054 -24.3547
C: 14.2499 -5.6008 -25.3192
C: 15.0530 -4.7915 -26.0572
N: 16.3911 -4.8386 -25.8402
C: 16.9437 -5.6638 -24.9190
C: 16.1097 -6.5725 -24.2074
C: 17.3140 -4.0875 -26.6543
H: 11.4535 -8.7067 -19.6419
H: 12.0652 -10.2295 -20.2035
H: 10.5760 -9.5448 -20.9431
H: 12.7792 -10.4339 -22.4502
H: 14.2724 -9.2317 -24.2076
H: 13.0392 -5.5612 -22.4794
H: 11.7175 -6.8434 -20.8201
H: 13.2081 -5.5648 -25.6016
H: 14.7213 -4.1007 -26.8181
H: 17.9954 -5.6066 -24.6802
H: 16.7303 -7.0354 -23.4544
H: 17.9833 -3.4924 -26.0329
H: 16.8666 -3.3307 -27.2986
H: 17.9167 -4.8379 -27.1660
C: 16.3711 -9.2426 -20.4739
F: 17.3396 -8.7790 -21.2401
F: 15.2425 -8.4985 -20.6672
F: 16.1481 -10.5410 -20.8413
S: 16.9653 -8.9598 -18.6746
O: 18.3808 -9.2343 -18.5438
O: 16.6645 -7.5806 -18.4571
N: 16.1154 -10.1808 -17.7914
S: 14.9842 -9.3901 -17.1966
O: 15.3552 -8.6000 -16.0409
O: 13.9855 -8.7223 -18.0143
C: 13.9309 -10.8426 -16.6173
F: 13.7978 -11.7714 -17.6366
F: 14.5358 -11.4124 -15.5602
F: 12.7119 -10.4256 -16.2094
C: 7.7601 -11.4959 -8.9496
F: 8.7717 -11.1947 -8.0690
F: 7.5215 -12.8135 -8.9211
F: 6.6734 -10.7355 -8.7208
S: 8.4276 -11.2126 -10.7917
O: 7.2933 -11.4776 -11.7627
O: 8.8244 -9.7934 -10.7224
N: 9.8258 -12.2646 -10.7875
S: 9.5050 -13.3140 -11.8448
O: 8.3097 -14.0160 -11.4705
O: 9.4845 -12.8128 -13.2441
C: 11.1017 -14.4824 -11.6664
F: 11.3320 -14.7706 -10.4234
F: 10.9400 -15.6426 -12.2816
F: 12.2087 -13.9880 -12.1164
C: 11.6558 -13.8546 -25.6328
F: 12.6273 -14.1341 -26.4660
F: 10.4663 -13.8211 -26.2273
F: 11.6082 -14.6885 -24.6195
S: 11.8116 -12.0437 -24.9276
O: 10.8054 -11.9894 -23.8552
O: 13.2365 -11.9546 -24.5210
N: 11.3952 -11.2019 -26.3726
S: 10.4761 -9.9940 -25.9232
O: 9.0458 -10.1933 -26.2795
O: 10.7221 -9.3871 -24.6202
C: 11.1496 -8.6603 -27.2376
F: 10.9659 -9.1342 -28.4393
F: 10.4266 -7.5312 -27.0270
F: 12.4071 -8.4033 -27.1792

## Properties
E: -217033.914 eV
total charge: +2

---

No. 2
Density functional theory data (ωB97M-V/def2-TZVPD) for 10 unconnected molecules or ions with the total composition C55H124N6O10 at a distorted geometry.

CARTESIAN COORDINATES (ANGSTROEM)
C: -4.5752 -0.6671 -0.4984
O: -4.8967 -1.7961 -1.3035
H: -4.2465 0.1703 -1.1139
H: -5.4653 -0.2710 -0.0096
H: -3.8225 -0.6890 0.2896
H: -5.2417 -2.3931 -0.6356
O: 2.4009 1.8687 -5.0499
H: 2.9615 2.6289 -4.8953
H: 2.2014 1.5357 -4.1749
O: -1.7929 -1.8975 -5.9148
H: -2.6468 -1.5408 -5.6699
H: -1.8609 -2.8335 -5.7265
O: -3.5322 -1.8777 -3.9384
H: -3.4393 -1.8330 -2.9868
H: -4.4618 -1.7132 -4.0968
C: 6.5235 -0.1756 0.8697
C: 7.3109 -1.2912 0.0890
C: 7.2475 -0.8220 -1.3709
C: 8.2643 -1.3646 -2.3776
C: 9.6628 -1.1742 -1.7807
C: 9.8351 -1.6862 -0.3553
N: 8.7370 -1.1870 0.5285
O: 8.8616 -1.5422 1.8599
C: 10.0398 -3.1735 -0.3630
C: 11.2074 -1.1096 0.1037
C: 6.5949 -2.6332 0.2679
H: 6.3558 -0.5425 1.8823
H: 5.5058 -0.1116 0.4847
H: 6.9529 0.8262 0.8573
H: 6.2667 -1.0833 -1.7682
H: 7.4628 0.2448 -1.4315
H: 8.1390 -0.7726 -3.2842
H: 8.0691 -2.4234 -2.5478
H: 9.9710 -0.1324 -1.8694
H: 10.1019 -1.7972 -2.5599
H: 11.0450 -3.4345 -0.6939
H: 9.7755 -3.6669 0.5723
H: 9.2629 -3.7560 -0.8582
H: 11.8834 -1.1301 -0.7511
H: 11.2321 -0.0530 0.3704
H: 11.7502 -1.6954 0.8455
H: 6.5959 -2.9402 1.3138
H: 7.0798 -3.4861 -0.2071
H: 5.6100 -2.6366 -0.1990
H: 8.4719 -2.4130 1.9668
C: 2.7643 0.9984 0.4982
C: 1.6560 0.0463 -0.2366
C: 0.5634 -0.1796 0.8504
C: -0.8208 -0.5616 0.1592
C: -1.2486 0.5278 -0.8646
C: -0.1353 0.8453 -1.9368
N: 1.2739 0.7428 -1.4166
O: 2.2260 0.7403 -2.4788
C: -0.3640 -0.0896 -3.1670
C: -0.3361 2.3161 -2.3768
C: 2.1958 -1.3791 -0.5237
H: 3.5143 1.2614 -0.2478
H: 3.2152 0.5914 1.4033
H: 2.4622 2.0316 0.6691
H: 0.7303 -0.8882 1.6617
H: 0.4762 0.7440 1.4226
H: -1.5204 -0.7403 0.9757
H: -0.6213 -1.4735 -0.4037
H: -1.6402 1.4101 -0.3583
H: -2.1484 0.2190 -1.3968
H: 0.2076 -0.9958 -2.9668
H: -1.3728 -0.2655 -3.5405
H: 0.1658 0.2019 -4.0739
H: -0.2517 2.9347 -1.4834
H: 0.4147 2.7234 -3.0539
H: -1.3046 2.5194 -2.8338
H: 2.1808 -2.0150 0.3615
H: 3.2204 -1.4110 -0.8943
H: 1.4987 -1.7775 -1.2609
H: 2.0154 -0.1733 -2.6855
C: -4.3109 4.7522 1.0699
C: -3.2353 3.8965 1.6228
C: -1.9668 4.0536 0.7400
C: -0.9831 5.1755 1.2187
C: -0.7545 5.2475 2.6932
C: -2.0169 5.2666 3.6121
N: -2.8857 4.1865 3.1054
O: -3.9300 3.9312 3.9088
C: -1.5703 4.9150 5.1541
C: -2.6724 6.6837 3.6638
C: -3.5993 2.3573 1.5732
H: -3.8687 5.7121 0.8033
H: -5.0728 4.9290 1.8292
H: -4.8426 4.3322 0.2161
H: -1.4595 3.0891 0.7179
H: -2.3149 4.3349 -0.2539
H: -1.3865 6.1421 0.9168
H: -0.0542 5.1161 0.6515
H: -0.2610 6.2031 2.8701
H: 0.0922 4.6587 3.0461
H: -0.8992 4.0612 5.2481
H: -0.9132 5.6663 5.5923
H: -2.4589 4.8509 5.7820
H: -1.8805 7.4308 3.7165
H: -3.2715 6.8865 2.7761
H: -3.4283 6.8668 4.4275
H: -2.7465 1.7471 1.8707
H: -3.8614 1.9627 0.5915
H: -4.3964 1.9974 2.2237
H: -4.5498 4.6386 3.7165
C: 4.1034 -3.7248 7.5342
C: 2.6319 -3.5039 7.2379
C: 2.3761 -1.9636 7.3617
C: 1.1368 -1.3934 6.7619
C: 0.8992 -1.9936 5.3395
C: 1.1618 -3.5909 5.2049
N: 2.4615 -3.9293 5.8655
O: 2.7591 -5.3505 5.6573
C: -0.1285 -4.3263 5.8265
C: 1.1874 -3.8484 3.6465
C: 1.7578 -4.1450 8.3985
H: 4.4276 -3.0899 8.3588
H: 4.6606 -3.4976 6.6253
H: 4.2598 -4.7467 7.8796
H: 2.5530 -1.6609 8.3938
H: 3.1694 -1.3096 6.9996
H: 1.0286 -0.3101 6.7081
H: 0.2863 -1.7742 7.3275
H: 1.5807 -1.4234 4.7083
H: -0.1621 -1.7794 5.2134
H: 0.0652 -5.3321 6.1995
H: -0.5810 -3.7554 6.6374
H: -0.9014 -4.4711 5.0716
H: 1.7029 -4.7479 3.3100
H: 0.2391 -4.0080 3.1333
H: 1.7046 -3.0505 3.1138
H: 1.8490 -3.7240 9.3998
H: 1.9848 -5.1924 8.5971
H: 0.6761 -4.1725 8.2672
H: 3.5315 -5.2478 5.0966
C: -5.8543 5.4818 -2.7778
C: -5.3421 4.7966 -4.1404
C: -6.5313 3.8375 -4.6494
C: -7.4527 4.3381 -5.7625
C: -6.7373 5.4335 -6.6193
C: -5.9118 6.5212 -5.8614
N: -4.8884 5.8035 -5.0921
O: -3.7477 6.5108 -4.6820
C: -5.0509 7.1976 -7.0516
C: -6.8236 7.4871 -5.0658
C: -4.1683 3.8581 -3.7171
H: -5.5965 5.0130 -1.8281
H: -6.9394 5.5265 -2.8710
H: -5.3825 6.4624 -2.7158
H: -6.0500 2.9078 -4.9530
H: -7.1626 3.6902 -3.7731
H: -8.2944 4.7707 -5.2216
H: -7.9895 3.5870 -6.3419
H: -7.6303 5.9268 -7.0031
H: -6.1870 4.9234 -7.4099
H: -5.7476 7.3019 -7.8833
H: -4.8436 8.2514 -6.8650
H: -4.2763 6.4894 -7.3457
H: -7.5406 6.8600 -4.5361
H: -6.0821 8.0095 -4.4614
H: -7.3704 8.0612 -5.8138
H: -4.6094 3.1858 -2.9812
H: -3.3978 4.3771 -3.1470
H: -3.7698 3.3542 -4.5977
H: -3.0405 6.2015 -5.2528
C: 0.8084 -5.3244 -2.8643
C: -0.5557 -5.1264 -2.0779
C: -1.5714 -6.1885 -2.5836
C: -2.6729 -6.7320 -1.5670
C: -2.8914 -5.6817 -0.5624
C: -1.5805 -5.2593 0.2923
N: -0.3677 -5.2325 -0.5731
O: 0.6610 -4.5175 0.0052
C: -1.9942 -3.9094 0.8698
C: -1.3486 -6.2619 1.3811
C: -1.0771 -3.7120 -2.3456
H: 1.6576 -4.7001 -2.5865
H: 0.6749 -5.2137 -3.9404
H: 1.1504 -6.3107 -2.5506
H: -2.2247 -5.7686 -3.3483
H: -1.1768 -7.1274 -2.9720
H: -2.3134 -7.6396 -1.0821
H: -3.6358 -6.9482 -2.0299
H: -3.5177 -6.2054 0.1599
H: -3.5160 -4.8728 -0.9413
H: -1.2352 -3.3870 1.4521
H: -2.4071 -3.1394 0.2180
H: -2.8344 -4.0686 1.5456
H: -2.2054 -6.4131 2.0377
H: -0.9217 -7.2041 1.0373
H: -0.4684 -5.9470 1.9416
H: -0.8706 -3.4811 -3.3906
H: -0.5606 -2.8600 -1.9036
H: -2.1216 -3.6978 -2.0345
H: 0.1972 -3.6964 0.1851

## Properties
SMILES: CC1(C)CCCC(C)(C)N1O.CC1(C)CCCC(C)(C)N1O.CC1(C)CCCC(C)(C)N1O.CC1(C)CCCC(C)(C)N1O.CC1(C)CCCC(C)(C)N1O.CC1(C)CCCC(C)(C)N1O.CO.O.O.O
E: -88447.279 eV
total charge: 0
energy above the lowest of the compared OMol25 structures with the same formula, charge and spin: 170.7 kcal per mole